The following is a quantum chemistry calculation of a molecular structure, C30H46IrN2O2, from the OMol25 dataset.

As for the energy above the lowest of the compared OMol25 structures with the same formula, charge and spin: 5.05 kcal/mol. The spin multiplicity is 2. The value obtained for the orbital gap (spin up / spin down) is 6.831 / 6.664 eV. The total energy is -1534.41683 a.u. Its net charge is +2. The lowest unoccupied orbital energy (spin up / spin down) is -7.6314 / -7.8086 eV.

Geometry as XYZ:
```
81
C30H46IrN2O2, DFT the ωB97M-V functional and the def2-TZVPD basis
Ir 0.082 0.280 -0.072
C 1.503 -0.602 2.656
O 0.408 0.205 2.178
C 0.242 1.469 2.845
C 0.777 2.580 1.982
O 0.234 2.384 0.657
C 0.310 3.556 -0.183
H 1.410 -0.728 3.734
H 2.463 -0.146 2.407
H 1.413 -1.567 2.165
H 0.752 1.458 3.809
H -0.824 1.591 3.019
H 1.865 2.582 1.912
H 0.447 3.544 2.375
H -0.288 4.351 0.260
H -0.090 3.281 -1.155
H 1.347 3.875 -0.279
C 3.323 1.497 -2.529
C 3.104 1.145 -1.058
C 3.752 2.178 -0.137
C 3.587 -0.254 -0.712
C 4.950 -0.515 -0.685
C 5.425 -1.779 -0.379
C 4.540 -2.791 -0.049
C 3.165 -2.591 -0.057
C 2.285 -3.730 0.454
C 2.414 -4.989 -0.410
C 2.627 -4.048 1.914
C 2.713 -1.317 -0.446
N 1.286 -1.145 -0.684
C 0.694 -2.020 -1.443
C -0.747 -1.934 -1.463
N -1.261 -1.015 -0.694
C -2.698 -1.049 -0.523
C -3.447 0.139 -0.505
C -4.832 0.057 -0.610
C -5.460 -1.172 -0.710
C -4.708 -2.327 -0.590
C -3.321 -2.308 -0.438
C -2.696 -3.647 -0.023
C -1.533 -3.556 0.964
C -2.394 -4.622 -1.177
C -2.800 1.487 -0.283
C -2.947 1.874 1.191
C -3.280 2.609 -1.197
H 2.895 2.473 -2.760
H 2.872 0.756 -3.192
H 4.389 1.539 -2.757
H 2.013 1.118 -0.891
H 4.829 2.210 -0.299
H 3.596 1.937 0.916
H 3.375 3.181 -0.337
H 5.650 0.277 -0.914
H 6.489 -1.971 -0.378
H 4.927 -3.759 0.238
H 1.238 -3.425 0.427
H 3.401 -5.440 -0.301
H 2.267 -4.782 -1.473
H 1.681 -5.735 -0.104
H 3.660 -4.382 2.005
H 1.987 -4.848 2.285
H 2.504 -3.183 2.567
H 1.250 -2.788 -1.967
H -1.364 -2.602 -2.048
H -5.414 0.968 -0.607
H -6.534 -1.231 -0.822
H -5.202 -3.291 -0.573
H -3.504 -4.106 0.549
H -0.606 -3.182 0.526
H -1.317 -4.557 1.340
H -1.782 -2.927 1.820
H -1.359 -4.536 -1.520
H -3.054 -4.467 -2.031
H -2.525 -5.650 -0.843
H -1.741 1.283 -0.530
H -4.003 1.999 1.432
H -2.445 2.822 1.392
H -2.548 1.102 1.851
H -4.303 2.898 -0.958
H -3.243 2.324 -2.248
H -2.662 3.496 -1.055
```